# 1
10 unconnected molecules or ions with the total composition C31H46F5N3O16P2S at a distorted geometry, computed with ωB97M-V with the def2-TZVPD basis set.

Results
E_HOMO ... -8.102 eV
Kohn-Sham gap ... 6.23 eV
Multiplicity ... 1
Calculated total energy ... -113124.50368 eV
Structure (SMILES) ... CNCc1c([PH2]=S)c(P(O)O)c(CCCCNC(C)=O)c2c1C(=O)c1c(C(F)(F)c3cccc(C(F)(F)F)c3)cc(O)c(OC#N)c1C2=O.O.O.O.O.O.O.O.O.O

```
104
Properties=species:S:1:pos:R:3:forces:R:3:mulliken_charge:R:1
C -0.04926 0.01889 3.93776 0.36 -0.24 0.56 -0.696
N 1.13988 -0.85338 3.99260 -0.28 -0.10 -0.50 -0.083
C 1.75970 -1.05494 2.68496 0.13 0.23 0.59 -1.301
C 0.81789 -1.71814 1.71501 -0.06 -0.24 -0.16 0.502
C 0.02992 -2.82239 2.08740 0.26 -0.35 0.47 -0.351
P 0.14024 -3.59258 3.78574 -0.92 0.51 0.52 0.171
S -1.34120 -3.16794 4.97838 0.19 0.05 -0.01 -0.413
C -0.86157 -3.40956 1.18416 -0.16 -0.18 -1.36 1.107
P -1.80034 -4.86421 1.81719 -0.11 -0.49 3.25 -0.025
O -1.02666 -6.25380 1.33340 -0.09 0.98 -1.36 -0.475
O -3.28318 -4.80258 1.13745 0.42 -0.15 -0.92 -0.329
C -0.97908 -2.92704 -0.13198 0.37 -0.46 -0.03 -0.738
C -1.95111 -3.56775 -1.08623 -0.29 0.08 0.22 -1.947
C -3.26204 -2.76479 -1.09419 0.27 0.05 -0.64 -0.021
C -4.10668 -3.00168 -2.34326 -0.62 0.33 0.43 -0.950
C -5.33491 -2.09395 -2.31271 -0.22 -0.02 0.08 -0.640
N -6.26752 -2.48238 -1.23060 0.04 0.07 0.13 -0.202
C -6.47101 -1.50377 -0.25540 0.03 -0.01 0.46 0.595
C -7.22520 -0.26460 -0.61993 -0.01 0.34 -0.70 -1.071
O -6.08047 -1.66002 0.88051 -0.16 -0.29 0.27 -0.595
C -0.16325 -1.86373 -0.51628 -0.36 -0.20 0.17 0.141
C 0.70750 -1.27286 0.39891 -0.10 0.43 -0.12 0.279
C 1.55408 -0.15024 -0.12819 -0.26 -0.46 0.35 -0.162
O 2.71650 -0.06080 0.18046 0.32 0.22 -0.07 -0.550
C 0.88430 0.76870 -1.10037 -0.21 0.51 -0.30 0.448
C 1.05738 2.16074 -1.18027 0.66 -0.38 0.00 -0.367
C 1.95949 2.92632 -0.21974 -0.95 0.57 0.03 1.285
F 2.09321 4.21298 -0.72562 0.17 -0.04 -0.07 -0.291
F 3.20951 2.43509 -0.19583 0.47 -0.03 -0.07 -0.085
C 1.37936 3.08016 1.16366 -0.19 -0.29 0.35 -0.362
C 2.19581 3.18928 2.28210 0.38 -0.01 -0.08 -0.241
C 1.65490 3.39838 3.53810 -0.32 0.15 0.28 -1.034
C 0.28133 3.51056 3.70535 -0.13 -0.08 -0.51 -0.825
C -0.53536 3.37582 2.59231 0.14 0.14 -0.03 -0.023
C -2.03179 3.47993 2.73040 0.07 -0.61 -0.54 0.774
F -2.47294 4.72634 2.53967 -0.06 0.23 0.14 -0.264
F -2.45004 3.05427 3.92280 -0.07 0.15 0.26 -0.257
F -2.64543 2.70678 1.80210 0.04 0.13 0.10 -0.242
C 0.00457 3.16894 1.32918 -0.20 0.11 0.22 -0.249
C 0.37703 2.87774 -2.14340 -0.15 0.05 -0.12 -0.031
C -0.47548 2.26541 -3.04993 0.18 0.02 -0.01 0.238
O -1.15973 2.99186 -3.97257 0.07 -0.12 -0.06 -0.586
C -0.64475 0.89606 -2.97046 0.13 0.04 -0.18 -0.299
O -1.54134 0.28544 -3.89186 0.31 0.05 0.78 -0.370
C -2.74558 0.64475 -3.56318 1.47 -0.38 -0.84 0.470
N -3.76916 1.05410 -3.29274 -1.96 0.40 0.53 -0.528
C 0.02267 0.15907 -2.00772 -0.25 -0.47 -0.01 0.537
C -0.15998 -1.33012 -1.90821 0.21 0.29 0.35 0.149
O -0.24100 -2.01395 -2.89245 -0.13 -0.23 -0.45 -0.620
H -0.91889 -0.55533 4.23825 -0.26 -0.05 -0.13 0.110
H -0.21085 0.44240 2.94713 0.05 0.12 -0.09 -0.015
H 0.06682 0.82249 4.66059 -0.05 0.19 -0.05 0.457
H 1.83709 -0.47542 4.61630 -0.02 -0.01 0.09 0.304
H 2.64326 -1.68742 2.79495 0.07 -0.07 0.09 0.316
H 2.13032 -0.10297 2.31269 -0.06 0.02 -0.36 0.330
H 0.23159 -4.97170 3.53525 0.34 0.12 -0.20 0.154
H 1.37889 -3.22057 4.30351 0.24 -0.26 -0.33 0.107
H -0.75256 -6.23276 0.40132 0.05 -0.34 0.08 0.335
H -3.83836 -5.41997 1.62781 -0.13 0.14 0.16 0.377
H -2.15633 -4.58607 -0.76949 -0.05 -0.08 -0.06 0.828
H -1.54277 -3.63200 -2.08554 0.12 0.13 -0.12 0.657
H -3.00080 -1.70180 -1.07170 -0.05 0.12 0.01 0.173
H -3.84709 -2.95614 -0.20194 0.07 -0.01 0.20 0.534
H -3.54217 -2.76834 -3.24387 0.13 -0.17 -0.12 0.382
H -4.47919 -4.02656 -2.38814 0.29 -0.22 -0.15 0.234
H -5.84906 -2.08110 -3.27049 -0.03 -0.09 -0.13 0.307
H -4.98892 -1.08591 -2.10712 0.01 0.32 -0.19 0.334
H -5.96237 -3.30554 -0.72472 0.22 -0.09 -0.18 0.366
H -7.58018 -0.25932 -1.64744 0.06 -0.06 -0.09 0.318
H -6.59275 0.60429 -0.46425 0.11 0.10 0.04 0.261
H -8.08560 -0.15044 0.02998 -0.05 -0.15 0.22 0.381
H 3.26998 3.13182 2.16838 0.04 -0.06 0.02 0.671
H 2.28157 3.49458 4.41080 0.24 -0.01 -0.04 0.457
H -0.18127 3.69311 4.66240 0.15 -0.04 0.20 0.533
H -0.68734 3.10514 0.50484 0.06 -0.12 -0.24 0.630
H 0.46025 3.94788 -2.22475 0.14 0.15 0.12 0.668
H -0.53254 3.34286 -4.62316 -0.04 0.04 -0.06 0.394
O 6.14607 2.10471 1.02641 -0.25 0.08 0.00 -0.619
H 5.26619 1.89396 0.69838 -0.02 -0.06 -0.02 0.217
H 6.62680 1.26982 0.98658 0.16 0.11 0.00 0.338
O 2.67176 7.06566 -1.22711 -0.03 -0.04 -0.01 -0.677
H 3.36532 6.83808 -1.85324 0.01 0.03 0.00 0.305
H 2.35557 6.21718 -0.89906 0.05 0.10 0.02 0.416
O 7.29406 4.42663 2.46620 0.08 0.11 -0.17 -0.626
H 6.86066 3.97841 1.72860 -0.14 -0.25 0.13 0.291
H 7.26698 5.36166 2.24087 0.05 0.00 0.05 0.325
O 0.51985 -0.99789 -5.66826 0.12 0.02 -0.07 -0.692
H 0.04080 -0.19421 -5.45311 -0.05 -0.02 -0.05 0.356
H 0.51645 -1.50036 -4.84391 -0.06 -0.01 -0.01 0.397
O 9.00855 2.24990 0.71689 0.10 0.02 0.01 -0.648
H 8.33921 2.58178 0.11048 -0.02 -0.02 0.01 0.296
H 8.97551 2.86828 1.45774 -0.04 -0.01 0.02 0.350
O -1.51924 -8.06544 3.80493 0.21 0.07 -0.36 -0.610
H -1.13838 -7.75256 2.96814 -0.19 -0.02 0.26 0.310
H -0.92686 -8.76559 4.09430 -0.03 -0.01 0.04 0.301
O -0.55029 2.83733 -6.85648 -0.16 -0.05 0.23 -0.644
H -0.49064 2.07050 -7.43641 0.14 0.02 -0.02 0.310
H -1.44277 2.78629 -6.49383 -0.06 0.00 -0.14 0.332
O 3.64236 -0.97888 -2.62641 -0.34 -0.24 -0.15 -0.665
H 4.59963 -0.93709 -2.55638 0.04 0.12 0.03 0.242
H 3.35000 -0.54519 -1.82054 0.19 0.09 0.11 0.366
O 5.68301 0.94296 -1.85262 0.18 0.08 -0.04 -0.616
H 5.18604 1.76675 -1.81170 -0.06 -0.03 0.01 0.268
H 6.17078 1.00223 -2.68126 0.04 0.00 0.03 0.305
```
Forces are in eV/Å.

# 2
2 unconnected molecules or ions with the total composition C2H9N at a distorted geometry, computed with ωB97M-V with the def2-TZVPD basis set.

Results
E_HOMO ... -10.537 eV
Kohn-Sham gap ... 11.51 eV
Multiplicity ... 1
Calculated total energy ... -3709.62123 eV
Relative energy (zero: lowest compared OMol25 entry of this formula, charge and spin) ... 10.0 kcal per mole
Structure (SMILES) ... CC.N

```
12
Properties=species:S:1:pos:R:3:forces:R:3:mulliken_charge:R:1
C 0.42908 0.83985 2.11463 1.38 -3.32 0.13 -0.859
C 0.09523 0.20236 0.74987 -0.96 0.13 1.00 -0.852
H -0.12291 0.17839 2.83268 0.31 1.04 -0.20 0.240
H 1.52547 0.58637 2.34424 -1.42 0.91 -0.27 0.235
H 0.20792 1.86029 2.23912 -0.27 1.18 0.16 0.341
H -0.98823 0.08549 0.62468 0.13 -0.24 0.22 0.296
H 0.57787 -0.75444 0.74224 -0.01 -0.72 -0.20 0.295
H 0.38130 0.70235 -0.13213 0.84 1.03 -0.85 0.284
N -0.29771 -0.93459 -3.13668 0.04 -2.56 1.48 -0.702
H -0.41789 -1.79313 -2.48828 0.12 1.42 -1.73 0.250
H -0.17150 -0.25480 -2.42804 0.56 1.27 0.72 0.246
H -1.21863 -0.71813 -3.46233 -0.73 -0.14 -0.46 0.227
```
Forces are in eV/Å.

# 3
2 unconnected molecules or ions with the total composition CH6IN3 at a distorted geometry, computed with ωB97M-V with the def2-TZVPD basis set.

Results
E_HOMO ... -9.091 eV
Kohn-Sham gap ... 9.05 eV
Multiplicity ... 1
Calculated total energy ... -13702.36518 eV
Relative energy (zero: lowest compared OMol25 entry of this formula, charge and spin) ... 0.5 kcal per mole
Structure (SMILES) ... [H]/N=N/C.NI

```
11
Properties=species:S:1:pos:R:3:forces:R:3:mulliken_charge:R:1
H 0.05958 1.66026 -1.79538 0.34 -0.98 -0.73 0.232
N -0.51320 1.08382 -1.17657 -1.30 -2.74 1.61 -0.530
N -0.46793 -0.17621 -1.35722 2.32 4.54 -2.72 0.011
C -1.19282 -1.00229 -0.51839 -1.47 -0.05 -1.20 -0.666
H -0.50982 -1.59442 -0.04341 1.85 -2.21 0.90 0.267
H -1.65703 -0.51259 0.24890 -1.81 1.61 1.90 0.429
H -1.87577 -1.58346 -1.13593 0.03 -0.20 0.13 0.253
N 1.67690 0.97419 1.38020 0.81 0.29 2.35 -0.658
I 0.79444 -0.35761 2.63605 -0.59 -0.10 0.27 0.074
H 1.18840 1.06124 0.54740 -1.42 -0.07 -1.81 0.274
H 2.49726 0.44706 1.21437 1.23 -0.10 -0.70 0.313
```
Forces are in eV/Å.